*A*
{"formula": "C6H6", "method": "the ωB97M-V functional and the def2-TZVPD basis", "species": ["C", "C", "C", "C", "C", "C", "H", "H", "H", "H", "H", "H"], "xyz": [[0.23, 1.04, 1.36], [1.45, 0.81, 0.51], [2.53, 0.62, -0.17], [1.34, -0.16, -0.73], [0.25, -0.66, -0.98], [-1.11, -1.12, -1.14], [0.34, 0.51, 2.31], [-0.68, 0.65, 0.89], [0.08, 2.10, 1.52], [-1.79, -0.32, -1.47], [-1.51, -1.55, -0.21], [-1.12, -1.91, -1.89]], "lumo_ha": 0.0257, "multiplicity": 1}

=====

*B*
{"formula": "C6H6", "method": "the ωB97M-V functional and the def2-TZVPD basis", "species": ["C", "C", "C", "C", "C", "C", "H", "H", "H", "H", "H", "H"], "xyz": [[0.39, 1.87, 0.59], [0.43, 0.60, -0.16], [-0.09, -0.59, 0.27], [-0.36, -0.72, 1.67], [-0.34, -1.54, -0.80], [-0.61, -2.16, -1.80], [-0.06, 1.70, 1.56], [1.39, 2.32, 0.67], [-0.22, 2.57, 0.00], [0.83, 0.63, -1.18], [-0.66, -1.77, 1.89], [-0.85, -2.75, -2.66]], "lumo_ha": -0.0365, "multiplicity": 1}

=====

The most stable of them is *A*.

=====

*A*
{"formula": "C6H8N2O2", "method": "the ωB97M-V functional and the def2-TZVPD basis", "species": ["C", "C", "C", "O", "O", "C", "C", "N", "C", "N", "H", "H", "H", "H", "H", "H", "H", "H"], "xyz": [[1.43, 0.37, 0.57], [-0.02, 0.08, 0.34], [-0.89, 1.31, 0.69], [-0.13, -1.00, 1.27], [-1.39, -1.64, 1.30], [-0.25, -0.40, -1.16], [-0.30, 0.58, -2.21], [-0.29, 1.48, -2.91], [0.68, -1.42, -1.48], [1.34, -2.28, -1.76], [1.83, -0.44, 1.20], [1.68, 1.34, 1.12], [2.08, 0.32, -0.44], [-1.96, 0.89, 0.62], [-0.45, 2.14, 0.07], [-0.84, 1.67, 1.79], [-1.32, -2.16, 2.14], [-1.20, -0.84, -1.16]], "smiles": "CC(C)(OO)C(C#N)C#N", "lumo_ha": 0.0166, "multiplicity": 1}

=====

*B*
{"formula": "C6H8N2O2", "method": "the ωB97M-V functional and the def2-TZVPD basis", "species": ["C", "C", "C", "C", "C", "C", "H", "H", "H", "H", "H", "H", "H", "H", "N", "N", "O", "O"], "xyz": [[0.49, 0.48, -0.29], [0.78, -0.36, 0.90], [-0.14, -0.85, 1.71], [-1.88, 0.48, 0.62], [2.84, -1.09, -1.49], [1.65, -0.60, -1.78], [-1.15, 1.25, -1.28], [1.80, -0.66, 1.06], [0.05, -1.62, 2.46], [-2.15, -0.66, 2.29], [3.08, -1.74, -0.73], [3.65, -1.24, -2.25], [0.87, -0.77, -1.02], [1.20, -0.02, -2.66], [-0.90, 0.73, -0.39], [-1.44, -0.46, 1.55], [1.31, 0.96, -1.05], [-2.98, 0.94, 0.55]], "lumo_ha": 0.0036, "multiplicity": 1}

=====

*C*
{"formula": "C6H8N2O2", "method": "the ωB97M-V functional and the def2-TZVPD basis", "species": ["O", "C", "N", "C", "C", "N", "C", "C", "C", "H", "H", "H", "H", "H", "H", "H", "O", "H"], "xyz": [[-1.15, -1.35, 1.84], [-0.57, -0.71, 1.00], [-0.02, -1.07, -0.26], [0.01, 0.34, -0.66], [0.97, 1.61, -0.70], [-0.01, 2.13, 0.37], [0.10, 0.69, 0.81], [1.61, 0.53, 1.12], [2.18, 1.17, 0.09], [-0.29, -1.87, -0.81], [-0.94, 0.63, -1.12], [1.08, 2.23, -1.60], [0.45, 2.76, 1.02], [2.04, 0.00, 1.97], [3.23, 1.32, -0.17], [-2.41, -2.91, -1.58], [-2.91, -2.41, -0.91], [-3.38, -3.08, -0.40]], "lumo_ha": 0.0216, "multiplicity": 1}

=====

*D*
{"formula": "C6H8N2O2", "method": "the ωB97M-V functional and the def2-TZVPD basis", "species": ["C", "C", "O", "N", "C", "C", "C", "O", "N", "C", "H", "H", "H", "H", "H", "H", "H", "H"], "xyz": [[2.06, 0.01, -1.80], [1.24, 0.75, -0.81], [1.47, 1.71, -0.16], [-0.13, -0.18, -0.35], [-1.24, 0.19, -1.05], [-2.30, 0.28, -0.23], [-1.87, 0.19, 1.20], [-2.49, 0.19, 2.27], [-0.51, -0.22, 0.93], [0.28, -0.77, 2.04], [1.36, -0.65, -2.36], [2.67, -0.71, -1.31], [2.56, 0.70, -2.52], [-1.28, 0.46, -2.18], [-3.26, 0.55, -0.63], [-0.03, -1.70, 2.29], [1.40, -0.78, 1.79], [0.09, -0.01, 2.89]], "smiles": "CC(=O)n1ccc(=O)n1C", "lumo_ha": 0.0135, "multiplicity": 1}

=====

The most stable of them is *D*.

=====

*A*
{"formula": "C6H8N2O2", "method": "the ωB97M-V functional and the def2-TZVPD basis", "species": ["O", "C", "C", "C", "N", "C", "O", "N", "H", "H", "H", "H", "C", "C", "H", "H", "H", "H"], "xyz": [[-2.69, -1.21, -0.15], [-1.67, -0.61, -0.36], [-1.57, 0.88, -0.28], [-0.48, 1.55, -0.53], [0.58, 0.75, -1.10], [0.58, -0.68, -1.03], [1.69, -1.16, -1.42], [-0.42, -1.33, -0.42], [-2.32, 1.40, 0.31], [-0.47, 2.61, -0.31], [1.41, 1.24, -1.62], [-0.45, -2.40, -0.84], [0.90, 0.42, 1.02], [1.13, -0.81, 1.46], [-0.06, 0.79, 0.89], [1.72, 1.03, 0.80], [0.13, -1.16, 1.93], [2.01, -1.32, 1.64]], "smiles": "O=c1cc[nH]c(=O)[nH]1.C=C", "lumo_ha": 0.0020, "multiplicity": 1}

=====

*B*
{"formula": "C6H8N2O2", "method": "the ωB97M-V functional and the def2-TZVPD basis", "species": ["N", "C", "C", "N", "O", "O", "H", "H", "C", "C", "C", "C", "H", "H", "H", "H", "H", "H"], "xyz": [[0.82, 3.00, 1.30], [0.25, 2.50, 0.34], [-0.65, 1.81, -0.26], [-0.95, 1.12, -1.28], [-1.95, 0.51, -1.48], [-0.12, 1.40, -2.43], [1.62, 3.55, 0.99], [-0.67, 1.23, -3.20], [-0.39, -0.55, 2.32], [0.34, -1.07, 1.44], [1.00, -1.66, 0.50], [0.20, -2.18, -0.72], [-0.80, -1.19, 3.04], [-0.78, 0.43, 2.42], [2.13, -1.89, 0.35], [0.25, -3.31, -0.92], [-0.91, -1.98, -0.63], [0.59, -1.72, -1.77]], "smiles": "N=C=C=[N+]([O-])O.C=C=CC", "lumo_ha": -0.0197, "multiplicity": 1}

=====

The most stable of them is *A*.

=====

*A*
{"formula": "C3H4O3", "method": "the ωB97M-V functional and the def2-TZVPD basis", "species": ["O", "C", "C", "O", "C", "O", "H", "H", "H", "H"], "xyz": [[2.04, -1.10, -0.44], [0.98, -0.59, -0.24], [0.68, 0.83, 0.19], [-0.73, 0.93, 0.19], [-1.27, -0.35, -0.03], [-0.20, -1.23, -0.38], [1.11, 1.54, -0.52], [1.10, 1.03, 1.19], [-1.98, -0.32, -0.86], [-1.75, -0.74, 0.88]], "smiles": "O=C1COCO1", "lumo_ha": 0.0280, "multiplicity": 1}

=====

*B*
{"formula": "C3H4O3", "method": "the ωB97M-V functional and the def2-TZVPD basis", "species": ["O", "C", "C", "O", "C", "O", "H", "H", "H", "H"], "xyz": [[1.86, 0.17, 1.35], [1.01, -0.40, 0.72], [0.25, 0.19, -0.47], [-0.02, -0.82, -1.41], [-1.02, 0.80, 0.11], [-1.96, 0.10, 0.39], [0.67, -1.43, 0.97], [0.87, 0.95, -0.95], [-0.65, -1.44, -1.02], [-1.02, 1.89, 0.31]], "smiles": "O=CC(O)C=O", "lumo_ha": 0.0011, "multiplicity": 1}

=====

*C*
{"formula": "C3H4O3", "method": "the ωB97M-V functional and the def2-TZVPD basis", "species": ["O", "C", "O", "C", "C", "O", "H", "H", "H", "H"], "xyz": [[-1.53, 1.45, 1.42], [-0.82, 1.01, 0.59], [-1.28, 0.21, -0.41], [-0.27, -0.74, -0.68], [0.99, -0.09, 0.13], [0.52, 1.21, 0.49], [-0.61, -1.71, -0.29], [-0.17, -0.81, -1.78], [1.37, -0.52, 1.09], [1.80, 0.00, -0.57]], "smiles": "O=C1OCCO1", "lumo_ha": 0.0273, "multiplicity": 1}

=====

The most stable of them is *A*.

=====

*A*
{"formula": "C3H4O3", "method": "the ωB97M-V functional and the def2-TZVPD basis", "species": ["O", "C", "C", "O", "C", "O", "H", "H", "H", "H"], "xyz": [[-1.23, -1.71, 0.08], [-0.70, -0.44, -0.15], [0.33, 1.90, 0.09], [1.24, 0.96, -0.14], [0.78, -0.37, 0.08], [1.53, -1.23, 0.40], [-0.68, -2.13, 0.75], [-0.93, -0.13, -1.18], [-1.09, 0.36, 0.48], [0.75, 2.79, -0.41]], "lumo_ha": -0.0159, "multiplicity": 1}

=====

*B*
{"formula": "C3H4O3", "method": "the ωB97M-V functional and the def2-TZVPD basis", "species": ["O", "C", "C", "O", "C", "O", "H", "H", "H", "H"], "xyz": [[0.73, -0.57, 1.66], [1.14, -0.28, 0.55], [0.12, 0.02, -0.54], [-0.45, -1.29, -0.59], [-0.96, 1.02, -0.15], [-1.13, 2.07, -0.72], [2.18, -0.46, 0.25], [0.55, 0.30, -1.50], [-0.55, -1.50, 0.37], [-1.63, 0.68, 0.67]], "smiles": "O=CC(O)C=O", "lumo_ha": 0.0015, "multiplicity": 1}

=====

*C*
{"formula": "C3H4O3", "method": "the ωB97M-V functional and the def2-TZVPD basis", "species": ["O", "C", "C", "O", "C", "O", "H", "H", "H", "H"], "xyz": [[-0.35, 1.47, -1.25], [-0.09, 0.24, -0.96], [0.54, -0.46, 1.30], [0.13, -1.57, 0.54], [-0.59, -0.33, 0.29], [-1.84, -0.15, 0.46], [-0.03, 1.70, -2.14], [0.44, -0.36, -1.70], [0.18, -0.44, 2.34], [1.57, -0.12, 1.16]], "lumo_ha": [-0.0476, -0.0476], "multiplicity": 1}

=====

*D*
{"formula": "C3H4O3", "method": "the ωB97M-V functional and the def2-TZVPD basis", "species": ["C", "C", "C", "O", "O", "O", "H", "H", "H", "H"], "xyz": [[0.26, -0.64, 0.38], [1.14, -1.25, 1.20], [-0.37, 1.07, -0.99], [-0.92, -1.28, 0.09], [0.26, 2.09, -1.26], [-1.53, 0.78, -1.25], [2.16, -0.86, 1.28], [0.87, -2.08, 1.81], [-0.25, 2.83, -1.60], [-1.61, -0.66, 0.35]], "lumo_ha": -0.0074, "multiplicity": 1}

=====

The most stable of them is *B*.

=====

*A*
{"formula": "C2H2N2O3", "method": "the ωB97M-V functional and the def2-TZVPD basis", "species": ["C", "C", "N", "N", "O", "O", "O", "H", "H"], "xyz": [[0.39, 1.61, -0.21], [-0.09, 0.31, -0.17], [0.53, 2.75, -0.28], [-0.97, 0.56, 1.67], [-1.60, 1.53, 1.88], [-0.76, -0.41, 2.29], [0.58, -0.84, 0.13], [-0.69, 0.12, -1.00], [1.22, -0.83, 0.81]], "lumo_ha": [-0.0290, -0.0290], "multiplicity": 1}

=====

*B*
{"formula": "C2H2N2O3", "method": "the ωB97M-V functional and the def2-TZVPD basis", "species": ["O", "C", "O", "N", "C", "N", "O", "H", "H"], "xyz": [[-2.70, -0.21, 0.02], [-1.47, -0.19, -0.02], [-0.71, -1.29, 0.24], [0.64, -1.33, -0.19], [1.28, -0.26, -0.04], [0.51, 0.82, 0.36], [-0.78, 0.88, -0.30], [2.28, -0.22, -0.35], [0.95, 1.80, 0.28]], "smiles": "O=C1ON=CNO1", "lumo_ha": 0.0098, "multiplicity": 1}

=====

*C*
{"formula": "C2H2N2O3", "method": "the ωB97M-V functional and the def2-TZVPD basis", "species": ["C", "C", "N", "N", "O", "O", "O", "H", "H"], "xyz": [[-2.38, -0.11, 0.13], [1.49, 0.70, 0.14], [-1.46, -0.86, -0.08], [-0.39, -1.16, -0.55], [-3.28, 0.61, 0.35], [1.97, -0.47, 0.10], [0.51, 1.02, -0.49], [1.38, -1.00, -0.37], [2.16, 1.27, 0.76]], "lumo_ha": [-0.0418, -0.0373], "multiplicity": 1}

=====

*D*
{"formula": "C2H2N2O3", "method": "the ωB97M-V functional and the def2-TZVPD basis", "species": ["O", "C", "O", "N", "C", "N", "O", "H", "H"], "xyz": [[-1.34, 0.98, -1.31], [-1.21, -0.16, -0.95], [-2.12, -1.08, -1.10], [-0.06, -0.70, -0.35], [0.78, -0.19, 0.35], [1.74, 0.30, 0.85], [1.98, 0.56, 2.21], [-2.63, -0.62, -1.69], [2.86, 0.93, 1.98]], "smiles": "O=C(O)N=C=NO", "lumo_ha": -0.0017, "multiplicity": 1}

=====

The most stable of them is *D*.